Here is a cluster of 3 separate species, C25H41NO12 in total at a distorted geometry from the OMol25 dataset. Energies are from ωB97M-V/def2-TZVPD.

- Kohn-Sham gap (Eh) = 0.31234
- SMILES string = CCC(=O)OCCc1c(O)c(O)cc2c1C(=O)NC2=O.COCCOCCOC.COCCOCCOC

Each atom is followed by the atoms it is bonded to, with distances in Å.
CARTESIAN COORDINATES (ANGSTROEM)
1 C -0.21 2.76 1.72  C2 1.590, H21 1.126, H22 1.118, H23 1.120
2 C 0.08 4.02 0.80  C1 1.590, C3 1.573, H24 1.125, H25 1.125
3 C -0.74 5.28 1.25  C2 1.573, O4 1.199, O5 1.417
4 O -0.58 5.70 2.36  C3 1.199
5 O -1.66 5.85 0.33  C3 1.417, C6 1.448
6 C -2.97 5.50 0.85  O5 1.448, C7 1.594, H26 1.131, H27 1.123
7 C -4.01 5.18 -0.32  C6 1.594, C8 1.577, H28 1.125, H29 1.123
8 C -5.01 4.12 0.30  C7 1.577, C9 1.470, C15 1.453
9 C -6.27 4.53 0.94  C8 1.470, O10 1.395, C11 1.476
10 O -6.64 5.87 0.98  C9 1.395, H30 0.975
11 C -7.12 3.48 1.53  C9 1.476, O12 1.383, C13 1.472
12 O -8.28 3.88 2.15  C11 1.383, H31 0.978
13 C -6.75 2.05 1.51  C11 1.472, C14 1.444, H32 1.109
14 C -5.51 1.73 0.86  C13 1.444, C15 1.472, C19 1.550
15 C -4.61 2.73 0.25  C8 1.453, C14 1.472, C16 1.538
16 C -3.37 2.03 -0.32  C15 1.538, O17 1.203, N18 1.453
17 O -2.36 2.46 -0.83  C16 1.203
18 N -3.61 0.60 -0.17  C16 1.453, C19 1.443, H33 1.030
19 C -4.77 0.38 0.66  C14 1.550, N18 1.443, O20 1.201
20 O -5.09 -0.68 1.13  C19 1.201
21 H 0.77 2.20 1.80  C1 1.126
22 H -0.94 2.05 1.25  C1 1.118
23 H -0.56 3.04 2.75  C1 1.120
24 H 1.17 4.25 0.87  C2 1.125
25 H -0.18 3.80 -0.28  C2 1.125
26 H -2.85 4.51 1.39  C6 1.131
27 H -3.38 6.22 1.60  C6 1.123
28 H -3.51 4.66 -1.18  C7 1.125
29 H -4.55 6.11 -0.65  C7 1.123
30 H -6.60 6.25 0.08  O10 0.975
31 H -8.21 4.84 2.35  O12 0.978
32 H -7.37 1.25 1.96  C13 1.109
33 H -2.74 0.21 0.21  N18 1.030
34 C -2.67 -4.34 2.93  O35 1.415, H43 1.095, H44 1.090, H45 1.095
35 O -1.64 -4.25 1.97  C34 1.415, C36 1.421
36 C -1.81 -3.14 1.09  O35 1.421, C37 1.522, H46 1.094, H47 1.096
37 C -0.47 -2.49 0.77  C36 1.522, O38 1.426, H48 1.095, H49 1.090
38 O 0.11 -1.75 1.84  C37 1.426, C39 1.426
39 C 0.61 -2.49 2.95  O38 1.426, C40 1.521, H50 1.090, H51 1.094
40 C 1.85 -3.31 2.65  C39 1.521, O41 1.420, H52 1.096, H53 1.096
41 O 1.54 -4.45 1.87  C40 1.420, C42 1.415
42 C 2.53 -4.76 0.91  O41 1.415, H54 1.094, H55 1.090, H56 1.095
43 H -3.60 -4.67 2.47  C34 1.095
44 H -2.36 -5.08 3.68  C34 1.090
45 H -2.82 -3.39 3.44  C34 1.095
46 H -2.47 -2.39 1.52  C36 1.094
47 H -2.26 -3.52 0.17  C36 1.096
48 H -0.64 -1.76 -0.03  C37 1.095
49 H 0.24 -3.21 0.37  C37 1.090
50 H -0.18 -3.11 3.40  C39 1.090
51 H 0.88 -1.74 3.70  C39 1.094
52 H 2.28 -3.67 3.60  C40 1.096
53 H 2.59 -2.67 2.15  C40 1.096
54 H 2.83 -3.87 0.34  C42 1.094
55 H 2.11 -5.48 0.21  C42 1.090
56 H 3.40 -5.20 1.40  C42 1.095
57 C 6.74 -3.92 -4.03  O58 1.414, H66 1.095, H67 1.090, H68 1.095
58 O 6.23 -3.01 -3.08  C57 1.414, C59 1.422
59 C 7.11 -1.92 -2.83  O58 1.422, C60 1.522, H69 1.093, H70 1.096
60 C 6.33 -0.62 -2.65  C59 1.522, O61 1.425, H71 1.094, H72 1.090
61 O 5.77 -0.09 -3.85  C60 1.425, C62 1.426
62 C 4.68 -0.80 -4.42  O61 1.426, C63 1.521, H73 1.090, H74 1.094
63 C 3.39 -0.73 -3.62  C62 1.521, O64 1.421, H75 1.096, H76 1.096
64 O 3.47 -1.54 -2.46  C63 1.421, C65 1.413
65 C 2.82 -0.98 -1.34  O64 1.413, H77 1.095, H78 1.090, H79 1.095
66 H 7.57 -4.50 -3.60  C57 1.095
67 H 5.94 -4.60 -4.31  C57 1.090
68 H 7.08 -3.40 -4.93  C57 1.095
69 H 7.83 -1.79 -3.64  C59 1.093
70 H 7.65 -2.14 -1.90  C59 1.096
71 H 7.04 0.14 -2.30  C60 1.094
72 H 5.57 -0.71 -1.87  C60 1.090
73 H 4.95 -1.83 -4.65  C62 1.090
74 H 4.49 -0.31 -5.38  C62 1.094
75 H 2.56 -1.11 -4.23  C63 1.096
76 H 3.19 0.32 -3.36  C63 1.096
77 H 3.11 0.06 -1.19  C65 1.095
78 H 3.12 -1.54 -0.45  C65 1.090
79 H 1.73 -1.06 -1.45  C65 1.095